Entry 1:
Entry from the Open Molecules 2025 dataset: a single C15H25NO3S molecule (ωB97M-V/def2-TZVPD).

```
45
C15H25NO3S | the Open Molecules 2025 dataset | ωB97M-V/def2-TZVPD
C 1.449 1.263 3.348
H 1.253 2.228 2.889
H 2.493 1.016 3.166
H 1.314 1.355 4.424
C 0.541 0.159 2.799
C 1.156 -1.185 3.174
H 0.571 -2.029 2.832
H 2.141 -1.280 2.725
H 1.261 -1.248 4.256
C -0.939 0.321 3.214
H -1.137 0.258 4.282
C -1.318 1.663 2.585
C -0.562 1.624 1.277
O -0.616 2.414 0.372
C 0.243 0.326 1.290
C 1.404 0.339 0.325
H 1.284 1.129 -0.415
H 2.349 0.490 0.838
S 1.695 -1.165 -0.670
O 2.966 -0.966 -1.299
O 1.500 -2.342 0.129
N 0.560 -1.214 -1.859
H -0.351 -1.530 -1.577
C 0.605 -0.280 -2.961
H 1.638 0.073 -2.970
C 0.234 -0.993 -4.282
C -1.031 -0.303 -4.808
H -0.765 0.460 -5.540
C -1.638 0.367 -3.577
H -2.172 -0.370 -2.974
H -2.329 1.167 -3.833
C -0.406 0.871 -2.831
H -0.014 1.755 -3.334
H -0.616 1.137 -1.796
H -1.715 -1.005 -5.282
H 0.046 -2.044 -4.068
H 1.049 -0.941 -5.001
C -0.878 -0.718 1.046
H -1.519 -0.418 0.215
H -0.427 -1.681 0.814
C -1.648 -0.753 2.380
H -1.584 -1.730 2.855
H -2.704 -0.518 2.250
H -0.994 2.517 3.179
H -2.389 1.778 2.412
```

Structure (SMILES): CC1(C)[C@@H]2CC[C@@]1(CS(=O)(=O)NC1CCCC1)C(=O)C2
Kohn-Sham gap (eV): 10.3


Entry 2:
Entry from the Open Molecules 2025 dataset: 3 unconnected molecules or ions with the total composition C15H26BBrN2O4 (ωB97M-V/def2-TZVPD).

```
49
C15H26BBrN2O4 | the Open Molecules 2025 dataset | ωB97M-V/def2-TZVPD
N -3.224 4.887 0.808
C -2.479 3.998 0.752
C -1.519 2.926 0.639
C -1.473 2.074 1.911
C -0.061 1.795 2.394
C -0.089 1.160 3.750
Br -0.599 2.413 5.154
C -1.824 2.143 -0.646
C -0.741 1.274 -0.993
N 0.155 0.610 -1.321
B -3.245 1.403 -0.625
O -4.373 2.047 -1.039
O -3.292 0.095 -0.187
H -0.546 3.374 0.526
H -1.992 1.129 1.816
H -1.974 2.617 2.697
H 0.504 2.709 2.440
H 0.422 1.080 1.739
H -0.742 0.308 3.783
H 0.886 0.801 4.000
H -1.875 2.865 -1.452
H -4.673 2.684 -0.389
H -3.750 0.090 0.654
C 1.318 -0.884 -4.286
C 2.496 -1.200 -5.202
C 2.338 -0.145 -6.288
O 1.745 0.994 -5.660
C 1.272 0.635 -4.356
H 1.435 -1.253 -3.270
H 0.399 -1.308 -4.700
H 3.436 -1.050 -4.666
H 2.488 -2.215 -5.596
H 1.667 -0.491 -7.083
H 3.287 0.147 -6.739
H 1.935 1.084 -3.611
H 0.269 1.035 -4.212
C 1.160 -3.791 3.779
C 0.713 -3.839 2.321
C 0.210 -2.419 2.104
O 0.992 -1.578 2.961
C 1.735 -2.386 3.882
H 1.882 -4.562 4.043
H 0.295 -3.894 4.439
H 1.569 -4.037 1.674
H -0.047 -4.591 2.118
H -0.843 -2.323 2.392
H 0.319 -2.083 1.073
H 2.789 -2.365 3.586
H 1.648 -1.964 4.884
```

Structure (SMILES): N#C[C@@H](CCCBr)[C@@H](C#N)B(O)O.C1CCOC1.C1CCOC1
Kohn-Sham gap (eV): 9.3


Entry 3:
Entry from the Open Molecules 2025 dataset: 2 unconnected molecules or ions with the total composition C15H26ClF2IN3O9P2S2 (ωB97M-V/def2-TZVPD).

```
61
C15H26ClF2IN3O9P2S2 | the Open Molecules 2025 dataset | ωB97M-V/def2-TZVPD
C -3.512 0.710 0.590
C -2.596 -0.136 -0.273
N -1.685 0.740 -1.116
C -0.412 0.272 -1.231
N 0.017 -0.675 -2.014
N -0.888 -1.310 -2.882
C -1.018 -2.757 -2.690
C -0.586 -0.943 -4.276
C -1.647 -0.160 -4.959
O 0.454 -1.261 -4.774
C 1.468 -0.900 -1.940
C 1.977 -2.300 -1.624
C 1.232 -2.909 -0.464
O 0.461 -2.308 0.212
Cl 1.561 -4.597 -0.229
C 2.026 0.361 -1.160
C 2.527 1.310 -2.281
C 3.171 2.638 -1.876
O 4.277 2.719 -1.507
I 2.049 4.480 -2.112
S 3.408 -0.093 -0.073
O 4.527 -0.220 -0.935
O 3.061 -1.174 0.774
F 3.529 1.181 0.776
C 0.733 0.841 -0.447
F 0.586 2.224 -0.636
P 0.552 0.573 1.439
P 0.663 2.585 2.276
O 0.927 2.419 3.696
O -0.690 3.371 1.930
O 1.818 3.410 1.545
H -3.067 0.910 1.560
H -3.772 1.642 0.098
H -4.436 0.160 0.751
H -3.161 -0.755 -0.965
H -1.961 -0.774 0.335
H -2.069 0.872 -2.046
H -1.194 -2.983 -1.645
H -1.860 -3.116 -3.275
H -0.142 -3.304 -3.038
H -2.595 -0.695 -4.963
H -1.356 0.020 -5.988
H -1.799 0.803 -4.473
H 1.801 -0.756 -2.967
H 1.833 -2.954 -2.480
H 3.042 -2.310 -1.410
H 3.295 0.771 -2.831
H 1.701 1.506 -2.963
H -0.814 0.298 1.599
H -0.497 4.321 1.947
H 1.503 3.843 0.735
C -0.006 -0.011 5.848
S -1.125 -1.086 4.949
O -1.696 -0.279 3.827
C -2.384 -1.186 6.223
H 0.821 0.209 5.176
H -0.512 0.916 6.114
H 0.365 -0.518 6.739
H -2.742 -0.185 6.461
H -1.961 -1.663 7.107
H -3.203 -1.789 5.839
```

Kohn-Sham gap (eV): 6.7
Net charge: +1


> Which formula does entry 2 have?

C15H26BBrN2O4


> What is the Kohn-Sham gap in the second record?

9.3 eV


> The highest Kohn-Sham gap belongs to which entry?

C15H25NO3S


> Kohn-Sham gap of number 1 (C15H25NO3S)?

10.3 eV